No. 1
The following is a quantum chemistry calculation of a molecular structure, C13H10N2O4SSn at a distorted geometry, from OMol25.

- Orbital gap: 0.177 Eh
- E_HOMO: -14.8 eV

Structure (ORCA input):
```
! wB97M-V def2-TZVPD RIJCOSX def2/J DEFGRID3
* xyz 2 1
Sn 0.0067 -0.0054 -0.0479
O 0.1489 3.1429 0.3523
C 0.0970 1.9750 0.1595
C -0.0972 -1.9825 -0.0094
O -0.1525 -3.1573 0.0862
C 1.9835 -0.0906 -0.0351
O 3.1588 -0.1509 0.0283
C -1.9808 0.0950 -0.0794
O -3.1630 0.1515 -0.0427
C 0.0312 0.6543 -5.1188
H -0.8689 1.2945 -5.2202
H 0.9906 1.2052 -5.2000
C -0.0311 -0.6534 -5.1742
H 0.8720 -1.2843 -5.3053
H -0.9875 -1.1949 -5.3256
N 1.6527 -1.8890 2.4408
C 0.7827 -0.9940 2.8438
N 0.0224 -0.1624 2.2364
C -0.8316 0.7246 3.0105
C -1.7266 1.7084 2.6614
C -2.3765 2.4038 3.6674
C -2.1505 2.1303 5.0038
C -1.2573 1.1385 5.3754
C -0.6099 0.4492 4.3665
S 0.5818 -0.8496 4.6145
H 2.1706 -2.4713 3.1024
H 1.8872 -2.0729 1.4665
H -1.9304 1.9506 1.6198
H -3.0840 3.1883 3.3838
H -2.6688 2.6888 5.7835
H -1.0489 0.8905 6.4126
*
```

=====

No. 2
The following is a quantum chemistry calculation of a molecular structure, C13H10N2O4SSr at a distorted geometry, from OMol25.

- Orbital gap: 0.254 Eh
- E_HOMO: -14.8 eV

Structure (ORCA input):
```
! wB97M-V def2-TZVPD RIJCOSX def2/J DEFGRID3
* xyz 2 1
Sr -0.5300 0.2442 -0.6522
O -0.0737 4.0361 -1.7161
C -0.2063 2.9609 -1.3605
C -0.4165 -2.3216 -1.2938
O -0.3790 -3.4374 -1.5973
C 1.9887 0.2137 -1.4701
O 3.0922 0.2153 -1.8339
C -3.1558 0.0233 -1.5762
O -4.2241 -0.0863 -1.9982
C -0.2569 0.7113 -5.2499
H -1.1843 1.2761 -5.2201
H 0.6593 1.2895 -5.1749
C -0.2515 -0.6573 -5.2231
H 0.6700 -1.2227 -5.1138
H -1.1757 -1.2261 -5.1585
N 2.3939 -2.4094 0.9884
C 1.6592 -1.5878 1.7799
N 0.7416 -0.7607 1.2957
C 0.1166 0.0003 2.2966
C -0.8891 0.9800 2.1179
C -1.3450 1.6618 3.2295
C -0.8678 1.3539 4.5129
C 0.1159 0.3669 4.6750
C 0.6143 -0.2878 3.5717
S 1.8677 -1.5212 3.4922
H 3.0754 -3.0492 1.4272
H 2.2161 -2.4649 -0.0153
H -1.3866 1.2536 1.1519
H -2.0955 2.4467 3.0950
H -1.2651 1.8886 5.3655
H 0.4924 0.1103 5.6546
*
```

=====

ΔE to the lowest compared entry with this formula, charge and spin (computed, eV): 7.328, 0.000